Formula: H8O4Rb
Source: OMol25
Level of theory: wB97M-V/def2-TZVPD

Output
net charge: +1
orbital gap: 11.2707 eV
2S+1: 1

Element x y z (Å)
Rb (-1.478, 0.544, 0.298)
O (-0.624, -1.656, 2.052)
H (-0.494, -2.361, 2.723)
H (-0.348, -1.969, 1.213)
O (0.873, 1.592, 1.188)
H (1.114, 1.773, 0.281)
H (1.600, 1.969, 1.738)
O (-1.257, 1.276, -2.510)
H (-0.799, 1.093, -3.285)
H (-1.008, 2.144, -2.193)
O (0.483, -1.443, -0.315)
H (1.279, -0.943, -0.134)
H (0.662, -2.016, -1.055)

Atomic partial charges in e from the Löwdin method, atoms 1 to 2:
1 Rb 1.182
2 O -0.129

Formula: H8Si4
Source: OMol25
Level of theory: wB97M-V/def2-TZVPD

Output
net charge: 0
orbital gap (spin up / spin down): 6.4622 / 6.6085 eV
SMILES: [SiH2]=[SiH][SiH2][SiH3]
2S+1: 1

Element x y z (Å)
Si (-1.009, 1.139, 2.392)
Si (-0.130, 0.568, -0.832)
Si (-1.236, -0.485, 0.803)
Si (1.452, -1.041, -1.642)
H (-1.446, 0.849, 3.708)
H (-1.374, 2.519, 1.621)
H (-1.030, 0.911, -1.937)
H (0.313, 1.631, 0.069)
H (-0.204, -1.656, 1.334)
H (0.616, -2.302, -1.864)
H (2.419, -1.710, -0.703)
H (1.629, -0.424, -2.949)

Atomic partial charges in e from the Löwdin method, atoms 1 to 2:
1 Si 0.416
2 Si 0.101

Formula: H9N3
Source: OMol25
Level of theory: wB97M-V/def2-TZVPD

Output
net charge: 0
orbital gap: 10.3232 eV
SMILES: N.N.N
2S+1: 1

Element x y z (Å)
N (-0.010, 1.493, 0.957)
H (-0.669, 2.029, 1.511)
H (0.060, 1.915, 0.043)
H (0.894, 1.437, 1.400)
N (-1.689, -0.207, -1.502)
H (-1.251, -0.661, -2.286)
H (-2.419, -0.713, -1.030)
H (-1.057, 0.325, -0.932)
N (1.789, -1.292, 0.562)
H (1.210, -0.634, 0.046)
H (1.184, -1.630, 1.302)
H (1.958, -2.063, -0.073)

Atomic partial charges in e from the Löwdin method, atoms 1 to 2:
1 N 0.015
2 H 0.017

Taking the records one at a time from the top gives electronic energy values of -329.666009 -1162.568449 -169.652070 a.u..
Taking the records one at a time from the top gives ΔE to the lowest compared entry with this formula, charge and spin values of 12.2 24.0 0.0 kcal/mol.